Entry 1:
# C30H57N7O2

7 unconnected molecules or ions with the total composition C30H57N7O2 in a non-equilibrium geometry (the ωB97M-V functional and the def2-TZVPD basis, the OMol25 dataset).

Properties
* structure (SMILES): COCCNCCOC.CCCC#N.CCCC#N.CCCC#N.CCCC#N.CCCC#N.CCCC#N
* net charge: 0
* 2S+1: 1

Atoms and positions in Å:
O1 4.2865 1.7630 -1.3846
O2 3.6340 -2.5468 0.5802
N1 -5.2289 -2.7187 -4.3857
N2 4.9417 -0.0586 0.7350
N3 1.0388 -0.5577 -3.4271
N4 -2.5333 0.8495 1.7548
N5 -1.2057 -2.9975 1.3198
N6 -3.9980 1.8172 -3.7968
N7 0.5916 4.6140 5.1148
C1 1.2727 -0.3472 -2.3240
C2 1.5547 -0.0563 -0.9114
C3 -4.3661 -2.8090 -5.1397
C4 -1.2667 1.6198 4.8101
C5 -2.5767 -1.6559 -6.5065
C6 -2.9498 0.2434 0.8697
C7 4.4961 -2.2559 1.6565
C8 -2.0916 -0.8283 -5.2965
C9 -3.0542 2.2366 -3.2917
C10 -0.6701 -2.5901 4.8258
C11 -3.3003 -2.9408 -6.1400
C12 -1.8054 -2.4574 3.7948
C13 5.9205 0.8017 0.0691
C14 0.0491 2.1818 4.3051
C15 0.3817 -0.3206 0.0326
C16 -1.2841 1.3725 6.3198
C17 -0.5422 3.8492 -4.5079
C18 -1.4327 -2.7665 2.4213
C19 -3.4297 -0.5550 -0.2852
C20 3.9595 2.8978 -2.1571
C21 -0.5992 2.7487 -3.4405
C22 -4.7961 -0.1077 -0.7913
C23 5.5607 -1.3276 1.1204
C24 5.2750 2.0886 -0.4020
C25 0.8246 -0.0038 1.4621
C26 -1.8787 2.7730 -2.6042
C27 2.6108 -3.4663 0.8518
C28 0.3568 3.5447 4.7683
C29 -5.9144 -0.2459 0.2470
C30 0.6080 -1.7850 4.5195
H1 -6.0018 -1.2852 0.5831
H2 -2.5702 -3.6260 -5.6986
H3 0.0470 -0.0666 2.2191
H4 3.0539 -4.4553 1.0466
H5 1.2524 1.0024 1.4742
H6 4.7533 2.5793 0.4283
H7 6.7223 1.0641 0.7637
H8 2.4109 -0.6388 -0.5780
H9 -0.5114 0.6496 6.6008
H10 -3.1241 -1.0604 -7.2371
H11 -2.2230 0.9745 6.7017
H12 -0.4873 1.8163 -3.9945
H13 -0.4659 0.3028 -0.2615
H14 1.8912 -3.5230 0.0432
H15 4.2565 -0.2478 0.0135
H16 0.3863 -0.7278 4.3684
H17 0.2470 2.8062 -2.7554
H18 -1.4030 0.6415 4.3399
H19 -0.9163 4.8070 -4.1378
H20 0.0351 -1.3537 0.0106
H21 6.0017 -1.8585 0.2651
H22 -2.1444 2.1868 4.5029
H23 4.8213 3.1922 -2.7653
H24 -1.2292 -1.3035 -4.8316
H25 0.8546 1.5444 4.6822
H26 -1.7816 0.1774 -5.5726
H27 -1.7624 2.1536 -1.7087
H28 -2.9428 -0.7568 -4.6170
H29 -2.2276 -1.4485 3.7801
H30 4.9243 -3.2001 2.0245
H31 -3.7369 -3.4375 -7.0058
H32 -1.0565 2.2951 6.8603
H33 -3.3581 -1.5879 0.0596
H34 -0.3976 -3.6341 4.9639
H35 3.9339 -1.8018 2.4839
H36 6.0526 2.7490 -0.7992
H37 3.6301 3.7605 -1.5663
H38 -2.6236 -3.1130 4.0958
H39 2.0920 -3.2182 1.7875
H40 0.0786 2.1254 3.2177
H41 1.0284 -2.1636 3.5883
H42 -2.6627 -0.4003 -1.0489
H43 -1.2005 3.5793 -5.3353
H44 1.6098 -0.7124 1.7309
H45 6.3278 0.2955 -0.8169
H46 -6.8711 0.0133 -0.1979
H47 1.3560 -1.8352 5.3075
H48 -4.9956 -0.7041 -1.6811
H49 -1.0656 -2.1991 5.7641
H50 3.1354 2.6516 -2.8289
H51 -5.6481 0.3230 1.1382
H52 -4.8070 0.9493 -1.0590
H53 -2.1356 3.7662 -2.2321
H54 1.8459 0.9931 -0.8420
H55 -1.6512 -1.9185 -7.0290
H56 0.4698 3.9971 -4.8782
H57 6.3447 -1.1215 1.8473



Entry 2:
# C30H58F5N2O18S5

6 unconnected molecules or ions with the total composition C30H58F5N2O18S5 in a non-equilibrium geometry (the ωB97M-V functional and the def2-TZVPD basis, the OMol25 dataset).

Properties
* net charge: +1
* 2S+1: 1

Atoms and positions in Å:
S1 -3.7349 -2.8668 1.2637
S2 4.9928 3.5205 -5.7264
S3 -5.7062 -3.8955 -3.9563
S4 1.4237 0.3159 8.5039
S5 2.1403 -6.9780 0.1469
F1 0.3030 3.3991 3.1471
F2 1.2222 1.1318 4.0636
F3 2.4562 2.8259 4.6115
F4 2.1679 3.9408 2.1746
F5 3.1852 1.4225 3.1342
O1 2.2090 -0.8676 8.3334
O2 1.1755 -6.0635 -0.3892
O3 3.1935 -6.1573 1.0136
O4 1.7916 1.3058 9.4647
O5 -5.5598 -4.6431 -2.7440
O6 3.9694 4.4065 -6.1922
O7 4.6584 2.4425 -4.8419
O8 -0.0919 -0.1053 8.7388
O9 6.1592 4.3849 -5.0771
O10 -4.9716 -2.5882 0.6041
O11 -4.5772 -3.2345 -4.5352
O12 -3.0313 4.9634 -2.3574
O13 3.8797 2.4371 0.2906
O14 1.7157 -8.1249 0.8839
O15 -3.5661 -4.4189 1.4410
O16 2.6928 3.9217 -0.8590
O17 -2.5087 -2.3190 0.7402
O18 -6.8837 -2.8492 -3.7600
N1 -0.7066 0.6141 0.4951
N2 -0.7420 5.1652 -2.5013
C1 2.1094 2.0284 3.6006
C2 -0.1159 0.5440 -0.7042
C3 0.6517 1.7135 -3.3715
C4 0.5702 3.2484 -3.3597
C5 -3.6872 -5.2522 0.2533
C6 -2.1667 6.9811 -1.5247
C7 -0.3188 -0.4005 11.1724
C8 5.7818 5.3277 -4.0533
C9 -2.4467 -5.1983 -0.6119
C10 -0.2467 1.3589 1.5040
C11 3.2463 -7.4844 -1.1234
C12 -5.8227 -0.8437 -2.8075
C13 2.8450 2.8011 -0.1275
C14 1.0426 1.2716 -0.9470
C15 0.9172 2.0905 1.3389
C16 -6.8177 -1.9703 -2.6154
C17 2.2551 -6.0742 3.2850
C18 -6.4855 -4.8882 -5.1806
C19 1.6554 1.1785 -2.3287
C20 5.4925 4.6373 -2.7384
C21 2.6875 -5.3003 2.0554
C22 1.4089 2.8985 2.5231
C23 -2.0411 5.6250 -2.1653
C24 5.9094 2.8918 -7.0880
C25 -0.2526 5.9757 -3.6494
C26 1.1955 1.0932 6.9400
C27 -0.3720 -1.0443 9.8019
C28 1.5645 2.0348 0.1023
C29 -0.7739 3.7403 -2.8333
C30 -3.8701 -2.4615 2.9718
H1 6.3195 3.9906 -2.4462
H2 0.3092 -1.8936 9.7334
H3 1.9918 4.4701 -0.4740
H4 -0.6310 6.9906 -3.6043
H5 -7.8211 -1.5652 -2.5027
H6 0.6643 3.6033 -4.3825
H7 -6.0101 -0.3200 -3.7449
H8 -3.8406 -6.2656 0.6162
H9 6.1875 3.7189 -7.7348
H10 -2.9944 -2.8405 3.4925
H11 2.5491 1.7873 -2.4306
H12 5.2633 2.1952 -7.6177
H13 -1.5489 0.0596 0.6568
H14 1.8742 -4.6848 1.6653
H15 4.6029 4.0143 -2.8158
H16 0.8818 0.3424 6.2262
H17 2.0018 -5.3863 4.0922
H18 -1.5537 -5.4123 -0.0239
H19 6.7880 2.3765 -6.7096
H20 -5.8971 -0.1356 -1.9817
H21 0.8312 6.0377 -3.5995
H22 1.3820 -6.6915 3.0774
H23 3.5096 -4.6325 2.3068
H24 -0.6591 -1.1056 11.9306
H25 0.9550 1.3686 -4.3557
H26 -4.5777 -4.9701 -0.3093
H27 5.3228 5.3734 -1.9522
H28 -1.3379 7.6362 -1.7781
H29 -5.7637 -5.6392 -5.4937
H30 -6.7582 -4.2555 -6.0209
H31 1.8716 0.1341 -2.5397
H32 -4.7806 -2.9053 3.3635
H33 -6.5955 -2.5469 -1.7159
H34 -2.2106 6.8761 -0.4437
H35 6.6226 6.0096 -3.9461
H36 -2.3166 -4.2110 -1.0544
H37 0.4486 1.8764 7.0445
H38 4.9286 5.9184 -4.3908
H39 0.6944 -0.0919 11.4259
H40 -2.5207 -5.9227 -1.4213
H41 -0.9485 0.4885 11.2040
H42 -4.8012 -1.2219 -2.8426
H43 2.6914 -8.1416 -1.7891
H44 -0.7776 1.3677 2.4403
H45 -1.3754 -1.4160 9.6037
H46 1.3968 3.6693 -2.7940
H47 -3.9153 -1.3769 3.0489
H48 2.1508 1.5185 6.6574
H49 3.5941 -6.6060 -1.6595
H50 -0.3519 1.3125 -3.2114
H51 -7.3612 -5.3609 -4.7450
H52 -3.0930 7.4394 -1.8531
H53 -0.5469 -0.0767 -1.4727
H54 3.0515 -6.7378 3.6200
H55 -0.5653 5.5385 -4.5977
H56 -1.5271 3.5056 -3.5904
H57 -1.0501 3.2077 -1.9199
H58 4.0752 -8.0213 -0.6703



Entry 3:
# C30H59BeClF3N6NaO9S2Si2

A molecular structure, C30H59BeClF3N6NaO9S2Si2 in a non-equilibrium geometry (the ωB97M-V functional and the def2-TZVPD basis, the OMol25 dataset).

Properties
* net charge: 0
* 2S+1: 1

Atoms and positions in Å:
Cl1 0.9442 3.0986 5.2573
S1 -2.3744 2.0859 -1.8592
S2 -2.8104 -0.2551 -5.8427
Si1 1.9754 0.3221 7.1423
Si2 2.5607 0.1119 10.0967
Na1 -6.5887 1.8647 -4.2471
F1 -4.6976 1.1236 -7.1866
F2 -3.7872 2.2434 -5.5764
F3 -5.2526 0.6974 -5.1312
O1 -3.7629 1.4677 -1.9127
O2 -2.5249 3.5675 -2.1508
O3 -1.7835 0.2360 -6.7582
O4 -2.3924 -0.2474 -4.4443
O5 3.6049 5.9665 -3.2799
O6 -3.4113 -1.5128 -6.2613
O7 0.6483 3.3748 1.2667
O8 1.3635 3.6779 -3.5766
O9 0.8530 -7.7654 -6.5944
N1 2.0142 -3.6386 -8.9563
N2 1.5147 -0.1455 8.7359
N3 0.9181 3.1808 -5.7046
N4 0.0212 -8.7368 -8.4318
N5 -3.4368 1.2459 1.5749
N6 -3.2981 -1.8361 0.7876
C1 3.5100 -0.5692 6.5309
C2 -0.1907 -8.9382 -9.8484
C3 1.1918 -0.6556 -0.9771
C4 2.3528 3.1784 -6.1134
C5 -4.1845 0.9969 -5.9421
C6 -1.4331 -1.2465 -0.9115
C7 -2.5067 -0.8016 0.2141
C8 2.9336 1.9285 10.3955
C9 -6.0951 -0.3358 4.1087
C10 -4.1582 -1.2751 1.7962
C11 2.2554 2.1796 6.9863
C12 0.7858 -7.7921 -7.8165
C13 0.5736 -0.1280 5.9594
C14 0.6610 3.4602 2.5941
C15 -0.5132 4.8860 -4.4492
C16 -6.0405 -1.8508 3.7147
C17 0.6444 4.9587 2.9623
C18 -0.2574 -2.8246 -7.7831
C19 -0.0039 -1.3365 -0.1325
C20 1.6915 -0.5333 11.6454
C21 1.0125 -3.2797 -8.4392
C22 -1.5975 1.7359 -0.1888
C23 1.5263 -6.8065 -8.6792
C24 4.1850 -0.8198 9.9543
C25 2.1661 0.1224 0.0698
C26 0.6514 3.9521 -4.5037
C27 -5.1983 0.6666 3.3580
C28 -4.2235 0.2160 2.1979
C29 -5.0850 -2.2829 2.5864
C30 -2.5751 0.7066 0.5815
Be1 2.9128 0.3154 2.5406
H1 2.9473 2.7085 -5.3304
H2 0.8208 -6.2241 -9.2750
H3 -0.5339 -3.5184 -6.9873
H4 -1.7079 -2.3265 -1.2234
H5 -0.1192 -1.8301 -7.3558
H6 -5.0262 -3.3978 2.3247
H7 2.1848 -0.4170 1.1011
H8 0.3531 -8.2159 -10.4539
H9 -0.3479 0.3903 6.2351
H10 4.4143 -0.2031 7.0212
H11 1.8180 -1.5058 -1.4163
H12 0.7495 -0.0037 11.8086
H13 3.0177 5.3427 -2.8323
H14 0.1378 -9.9484 -10.1037
H15 -1.4707 2.7062 0.4357
H16 0.7241 2.2170 -5.4074
H17 3.1880 2.4958 7.4660
H18 4.0146 -1.8612 9.6702
H19 3.4294 -1.6451 6.7038
H20 -0.2539 5.4606 2.5865
H21 2.4268 2.5968 -7.0324
H22 3.2400 0.2059 -0.3355
H23 2.3310 2.4725 5.8837
H24 1.4794 -1.6022 11.5521
H25 -1.2608 -8.8511 -10.0507
H26 -1.5341 1.4465 -2.8009
H27 0.2552 -2.4172 0.1851
H28 -0.7922 5.2116 -5.4544
H29 -6.6805 -2.6369 4.2287
H30 2.3264 -0.3855 12.5241
H31 -0.1341 -0.7519 0.8586
H32 2.2308 -7.3304 -9.3291
H33 -1.3596 4.3700 -3.9842
H34 2.6675 4.2072 -6.2908
H35 2.0178 2.5235 10.3774
H36 1.4295 2.7335 7.4328
H37 -1.0628 -2.7869 -8.5180
H38 3.6352 -0.4099 5.4549
H39 1.5226 3.0364 3.1307
H40 -5.2261 1.7793 3.6487
H41 -1.4100 -0.5452 -1.8119
H42 0.2798 3.4397 -6.4596
H43 2.0878 -6.1215 -8.0444
H44 0.3888 -1.2049 5.9729
H45 -0.5419 1.3193 -0.3299
H46 -0.2460 5.7641 -3.8606
H47 1.8218 1.2094 0.2749
H48 0.6521 5.0763 4.0518
H49 3.6258 2.3267 9.6495
H50 -0.4427 -9.3592 -7.7848
H51 3.4358 6.8063 -2.8347
H52 -6.7517 0.0657 4.9513
H53 0.8370 0.1621 4.9374
H54 -0.1923 3.0120 3.1573
H55 3.4016 2.0604 11.3772
H56 4.7077 -0.8144 10.9164
H57 1.5226 5.4833 2.5708
H58 0.8318 0.0919 -1.7620
H59 4.8514 -0.3612 9.2210



Entry 4:
# C30H60B2Br2F6N3O14P2

3 unconnected molecules or ions with the total composition C30H60B2Br2F6N3O14P2 in a non-equilibrium geometry (the ωB97M-V functional and the def2-TZVPD basis, the OMol25 dataset).

Properties
* net charge: +1
* 2S+1: 1

Atoms and positions in Å:
Br1 3.9237 -0.7731 -4.6562
Br2 4.2143 -5.1523 -3.6839
P1 -0.5098 -3.4850 -2.4049
P2 -1.0152 -0.2217 1.2073
F1 2.4949 -3.0291 -4.5852
F2 5.0061 -3.0742 -2.1248
F3 2.4424 3.1675 2.3099
F4 0.3998 2.7104 2.0335
F5 1.6804 1.4938 3.3103
F6 5.5879 -2.9259 -4.1658
O1 0.3655 -6.4652 0.5536
O2 0.3055 -3.1906 3.9690
O3 -1.2588 1.1917 0.3459
O4 3.0035 -3.6724 3.1739
O5 -0.6682 7.2621 1.9492
O6 -0.6558 -5.1004 2.9700
O7 2.2996 -5.7104 -0.4453
O8 0.8346 9.2233 0.1709
O9 -6.2950 -1.8944 -3.2967
O10 2.3906 7.0872 1.9037
O11 -5.9580 1.0354 -2.2471
O12 3.2236 -0.7159 3.1066
O13 -4.2038 -1.2024 -1.1661
O14 -0.2331 -2.4616 -3.6747
N1 1.1576 -1.9557 1.5417
N2 2.5325 -2.2251 1.4138
N3 0.6769 -3.0099 -1.0575
C1 1.5275 0.2214 0.1311
C2 -6.6411 1.8682 -1.3287
C3 -0.2237 8.5774 2.2607
C4 -3.9452 -0.3161 -2.2488
C5 0.1777 6.4368 1.1585
C6 -5.5381 -1.6805 -1.0046
C7 3.4235 -1.2058 2.0712
C8 -6.0213 -2.6092 -2.1024
C9 4.5941 -3.2614 -3.3686
C10 4.7303 -0.9825 1.2994
C11 0.3759 -3.9329 0.1072
C12 1.5669 2.1092 2.1491
C13 2.1289 1.3864 0.9460
C14 2.5727 -1.8802 -2.4741
C15 -0.8967 0.1349 3.0320
C16 0.6433 -0.9733 0.5871
C17 -5.9380 -2.5974 -4.4676
C18 3.3112 -2.4130 -3.7214
C19 -0.0785 -5.1576 -3.0462
C20 0.4468 9.3429 -1.1815
C21 3.1377 7.1064 3.1025
C22 3.1162 -3.4128 2.0430
C23 -0.7718 -3.2307 4.9218
C24 -0.2014 9.5401 1.0885
C25 0.1189 -1.6398 -0.7478
C26 0.2597 -3.0946 1.4504
C27 1.4688 6.0100 1.8326
C28 4.2013 -4.2920 1.3513
C29 2.0719 -3.0458 -1.5834
C30 -4.5512 1.0684 -2.1069
B1 1.0884 -5.3623 0.0929
B2 -0.0199 -3.8822 2.8288
H1 -5.5210 -2.2555 -0.0749
H2 2.8335 -3.2041 -0.8189
H3 2.4017 -0.2409 -0.3668
H4 -4.2108 -0.7744 -3.2029
H5 -0.9519 8.9618 2.9796
H6 -0.9542 -1.8609 -0.6062
H7 1.9363 5.2210 1.2339
H8 -1.0213 -2.4410 -4.2401
H9 0.0134 -0.2652 3.4925
H10 -0.8603 -5.8427 -2.6955
H11 1.2432 5.6137 2.8270
H12 3.1573 1.1489 1.2390
H13 4.7570 -0.0241 0.7728
H14 3.9079 6.3278 3.0902
H15 0.1229 -0.9762 -1.6141
H16 -6.2312 -0.8555 -0.8435
H17 2.1741 -3.9494 -2.2021
H18 -0.1522 -5.1323 -4.1409
H19 4.8553 -1.7582 0.5304
H20 5.0957 -4.1338 1.9660
H21 -4.2584 1.4948 -1.1404
H22 4.4605 -3.9812 0.3352
H23 3.3410 -1.3184 -1.9338
H24 -7.6893 1.5732 -1.3287
H25 2.7729 -6.3488 0.1082
H26 -2.8563 -0.1925 -2.2623
H27 0.3655 6.8892 0.1838
H28 -0.5235 8.8667 -1.3614
H29 -5.2723 -3.3907 -2.2712
H30 -0.6715 -4.2362 -0.1222
H31 -1.1802 9.5345 0.5984
H32 -0.6707 -4.0668 5.6222
H33 -4.1544 1.7090 -2.9051
H34 -1.1114 1.1770 3.2834
H35 -6.9585 -3.0795 -1.7787
H36 -6.5662 2.9170 -1.6302
H37 -5.9464 -1.8908 -5.2967
H38 1.8259 -1.1855 -2.8617
H39 -4.9275 -3.0168 -4.3868
H40 -1.5770 -5.0696 2.6739
H41 -0.4975 -6.4168 0.1149
H42 -0.7675 -2.3114 5.5184
H43 -0.4059 5.5301 0.9726
H44 -6.6575 -3.3960 -4.6736
H45 -1.7625 -3.2827 4.4483
H46 1.1924 8.8294 -1.7883
H47 1.0089 0.6785 -0.7208
H48 -6.2530 1.7416 -0.3120
H49 0.9119 -5.5612 -2.7902
H50 -1.7275 -0.4515 3.4505
H51 -2.2122 1.3590 0.3941
H52 0.7341 8.5550 2.7814
H53 5.5884 -1.0898 1.9689
H54 -0.7934 -2.7319 1.4164
H55 2.3214 2.2018 0.2346
H56 2.4903 6.9772 3.9764
H57 -0.0066 10.5509 1.4684
H58 0.4080 10.3952 -1.4807
H59 3.9345 -5.3399 1.4667
H60 3.6197 8.0804 3.1794



We obtain electronic energy values of -1710.9793, -5131.7542, -4495.7861, -8876.0453 Ha for the records listed above, in that order.